Density functional theory data (ωB97M-V/def2-TZVPD) for a structure of composition C34H38As2BrN7O4V.

Highest occupied orbital energy (spin up / spin down) in hartree: -0.256 / -0.312
HOMO-LUMO gap (spin up / spin down) in hartree: 0.24232 / 0.29442
Spin multiplicity: 4

The geometry in XYZ format:
```
87
Properties=species:S:1:pos:R:3:lowdin_charge:R:1
V -0.52 0.47 0.43 0.57
O 1.94 -3.06 -2.80 0.05
C 2.91 -2.15 -2.47 -0.28
C 4.19 -2.38 -2.96 -0.02
C 5.20 -1.47 -2.67 -0.09
C 4.94 -0.35 -1.90 -0.09
C 3.67 -0.13 -1.41 -0.02
C 2.64 -1.03 -1.68 -0.10
C 1.24 -0.77 -1.17 -0.43
O 1.12 0.39 -0.48 -0.35
N 0.77 -1.94 -0.34 0.02
N 0.07 -1.54 0.77 -0.06
C -0.02 -2.34 1.77 -0.16
C -0.68 -2.03 3.04 -0.60
Br -0.65 -0.22 3.66 0.86
C -1.20 -2.96 3.85 -0.10
C -1.33 -4.39 3.55 -0.22
C -1.22 -5.31 4.60 -0.04
C -1.31 -6.66 4.36 -0.08
C -1.53 -7.13 3.07 -0.08
C -1.69 -6.23 2.03 -0.07
C -1.59 -4.87 2.26 -0.04
H 1.09 -2.79 -2.44 0.08
H 4.37 -3.26 -3.55 0.12
H 6.19 -1.65 -3.05 0.10
H 5.73 0.36 -1.70 0.10
H 3.43 0.74 -0.81 0.10
H 0.57 -0.74 -2.06 0.12
H 1.48 -2.64 -0.14 0.14
H 0.44 -3.33 1.72 0.14
H -1.52 -2.66 4.84 0.11
H -1.06 -4.94 5.60 0.11
H -1.20 -7.36 5.18 0.11
H -1.59 -8.20 2.89 0.10
H -1.89 -6.59 1.03 0.11
H -1.77 -4.18 1.45 0.12
C 0.56 4.16 -0.63 -0.29
As -0.68 2.97 0.27 1.12
C -2.35 3.78 -0.30 -0.28
C -0.59 3.57 2.13 -0.40
C -1.72 4.09 2.75 -0.10
C -1.76 4.31 4.12 -0.08
C -0.64 4.02 4.88 -0.08
C 0.50 3.53 4.27 -0.13
C 0.53 3.28 2.90 -0.45
As 2.17 2.59 2.04 1.16
C 3.35 4.02 2.72 -0.32
C 2.72 1.22 3.33 -0.33
H 0.40 5.18 -0.28 0.03
H 0.36 4.09 -1.70 0.02
H 1.59 3.85 -0.44 -0.01
H -3.19 3.33 0.24 0.02
H -2.46 3.58 -1.36 0.02
H -2.33 4.86 -0.11 0.04
H -2.61 4.32 2.17 0.09
H -2.66 4.69 4.58 0.10
H -0.65 4.18 5.95 0.10
H 1.37 3.32 4.87 0.09
H 3.39 4.01 3.81 0.02
H 2.97 4.98 2.38 0.02
H 4.35 3.87 2.32 0.02
H 2.33 1.41 4.33 0.01
H 3.81 1.21 3.35 0.02
H 2.37 0.24 3.00 -0.01
O -2.21 0.43 1.02 -0.41
N -3.39 0.49 1.41 0.03
C -4.26 0.35 0.45 -0.31
C -5.64 0.49 0.77 -0.19
N -6.76 0.62 1.00 0.15
C -3.87 0.03 -0.89 -0.17
N -3.51 -0.23 -1.95 0.19
N -0.89 1.66 -2.52 0.18
C -1.09 1.15 -3.54 -0.28
N -1.31 0.54 -4.67 -0.10
C -1.47 1.24 -5.93 -0.11
C -0.33 0.83 -6.85 -0.19
O -0.30 -0.57 -7.02 -0.13
C -0.09 -1.24 -5.79 -0.18
C -1.20 -0.91 -4.79 -0.11
H -1.47 2.32 -5.75 0.13
H -2.42 0.95 -6.37 0.13
H 0.63 1.18 -6.43 0.13
H -0.45 1.26 -7.85 0.13
H 0.89 -0.95 -5.37 0.13
H -0.08 -2.30 -6.01 0.13
H -0.99 -1.34 -3.81 0.12
H -2.15 -1.30 -5.15 0.13
```

=====

Density functional theory data (ωB97M-V/def2-TZVPD) for a structure of composition C34H38AsCoN4P2S2Se.

Highest occupied orbital energy (spin up / spin down) in hartree: -0.470 / -0.470
HOMO-LUMO gap (spin up / spin down) in hartree: 0.23272 / 0.23277
Total charge: +2

The geometry in XYZ format:
```
83
Properties=species:S:1:pos:R:3:lowdin_charge:R:1
Co -0.61 -0.23 -0.07 -0.32
N 0.40 2.33 0.48 -0.27
P -0.13 1.20 1.63 0.93
C -1.34 2.01 2.68 -0.34
C -1.41 1.70 4.04 -0.08
C -2.39 2.29 4.84 -0.05
C -3.28 3.19 4.29 -0.05
C -3.20 3.52 2.94 -0.06
C -2.24 2.93 2.14 -0.12
C 1.26 0.75 2.67 -0.36
C 2.43 1.51 2.67 -0.08
C 3.49 1.14 3.49 -0.05
C 3.39 0.02 4.30 -0.05
C 2.23 -0.74 4.30 -0.06
C 1.17 -0.39 3.48 -0.13
P 0.43 1.45 -0.95 0.88
C 2.12 1.22 -1.51 -0.31
C 2.99 0.42 -0.76 -0.10
C 4.32 0.32 -1.13 -0.06
C 4.80 1.01 -2.24 -0.04
C 3.94 1.82 -2.97 -0.05
C 2.61 1.93 -2.61 -0.06
C -0.45 2.38 -2.20 -0.41
C -1.04 3.60 -1.88 -0.10
C -1.73 4.32 -2.85 -0.05
C -1.84 3.81 -4.13 -0.04
C -1.27 2.58 -4.46 -0.04
C -0.57 1.87 -3.50 -0.12
H 0.87 3.21 0.66 0.10
H -0.70 1.02 4.49 0.10
H -2.44 2.05 5.89 0.12
H -4.03 3.66 4.91 0.12
H -3.88 4.25 2.52 0.12
H -2.18 3.19 1.09 0.06
H 2.53 2.38 2.04 0.10
H 4.39 1.74 3.50 0.12
H 4.21 -0.26 4.94 0.12
H 2.16 -1.63 4.91 0.12
H 0.28 -1.01 3.45 0.11
H 2.64 -0.09 0.12 0.07
H 4.99 -0.28 -0.53 0.12
H 5.84 0.93 -2.52 0.12
H 4.31 2.37 -3.82 0.12
H 1.95 2.57 -3.19 0.11
H -0.96 4.00 -0.88 0.09
H -2.17 5.27 -2.60 0.12
H -2.38 4.36 -4.89 0.12
H -1.36 2.19 -5.46 0.12
H -0.13 0.91 -3.75 0.09
C -4.20 -2.19 -0.66 -0.23
As -3.87 -0.64 0.42 0.83
C -3.17 -1.24 2.10 -0.22
C -5.53 0.25 0.75 -0.22
S -2.58 0.81 -0.52 0.35
H -4.94 -2.80 -0.16 0.05
H -3.27 -2.74 -0.80 0.01
H -4.57 -1.86 -1.63 0.05
H -3.89 -1.92 2.57 0.06
H -2.99 -0.38 2.74 0.03
H -2.23 -1.78 1.94 0.03
H -6.23 -0.44 1.21 0.06
H -5.93 0.61 -0.20 0.05
H -5.34 1.10 1.41 0.04
C 3.79 -3.10 -2.70 0.02
C 2.38 -3.47 -2.39 -0.25
C 1.93 -4.74 -2.16 0.05
C 0.59 -4.92 -1.80 -0.26
N -0.26 -3.89 -1.72 0.14
C 0.18 -2.68 -1.98 -0.68
S -0.92 -1.32 -2.01 0.73
N 1.48 -2.47 -2.30 0.15
C 0.06 -6.26 -1.44 0.00
H 4.40 -3.99 -2.82 0.10
H 4.20 -2.50 -1.88 0.08
H 3.84 -2.50 -3.61 0.11
H 2.61 -5.58 -2.22 0.14
H 1.77 -1.51 -2.45 0.14
H 0.70 -7.06 -1.80 0.09
H -0.95 -6.38 -1.82 0.10
H 0.02 -6.33 -0.35 0.11
Se 2.81 -3.28 1.28 0.66
C 1.51 -2.18 0.86 -0.91
N 0.64 -1.46 0.55 -0.05
```

=====

Density functional theory data (ωB97M-V/def2-TZVPD) for a cluster of 3 separate species, C34H38BClFNO8 in total.

SMILES string: C#CCCCc1c(Cl)c(CCF)c(Cc2ccccc2)c2c1C(=O)C(N)=C(B(O)OCC)C2=O.O=C1CCCO1.O=C1CCCO1
Highest occupied orbital energy in hartree: -0.329
HOMO-LUMO gap in hartree: 0.28580

The geometry in XYZ format:
```
84
Properties=species:S:1:pos:R:3:lowdin_charge:R:1
C 0.16 0.08 5.30 0.06
C -0.17 1.01 6.03 -0.13
C -0.90 2.28 6.63 -0.21
C -0.96 3.45 5.55 -0.19
C -2.27 3.41 4.61 -0.14
C -2.13 2.15 3.63 -0.11
C -2.76 0.80 3.95 -0.43
Cl -3.74 0.70 5.48 0.69
C -2.61 -0.40 3.03 -0.12
C -3.36 -1.72 3.52 -0.14
C -4.94 -1.50 3.33 -0.18
F -5.68 -1.93 4.47 -0.10
C -1.81 -0.33 1.74 -0.05
C -1.62 -1.58 0.80 -0.11
C -2.54 -1.60 -0.48 -0.15
C -2.33 -0.81 -1.73 -0.01
C -3.24 -0.88 -2.95 -0.06
C -4.42 -1.80 -2.94 -0.08
C -4.64 -2.61 -1.68 -0.08
C -3.75 -2.53 -0.47 -0.03
C -1.21 1.02 1.43 0.02
C -1.38 2.23 2.34 0.01
C -0.71 3.59 1.87 -0.22
O -0.21 4.40 2.64 0.09
C -0.74 3.82 0.29 -0.15
N -0.93 5.16 -0.19 0.11
C -0.60 2.71 -0.55 0.05
B -0.68 2.85 -2.17 -0.49
O -1.74 3.67 -2.71 0.08
O 0.25 2.15 -2.97 0.02
C -0.31 1.81 -4.28 -0.20
C 0.40 0.44 -4.72 -0.06
C -0.38 1.27 0.09 -0.27
O 0.39 0.44 -0.37 0.06
H 0.27 -0.78 4.58 0.06
H -0.30 2.55 7.56 0.11
H -1.94 2.03 7.01 0.07
H 0.00 3.37 4.94 0.11
H -0.90 4.43 6.14 0.12
H -3.18 3.33 5.28 0.09
H -2.23 4.38 4.02 0.11
H -2.98 -2.66 3.04 0.10
H -3.20 -1.76 4.65 0.10
H -5.20 -0.42 3.12 0.12
H -5.25 -2.13 2.43 0.11
H -0.53 -1.70 0.48 0.13
H -1.86 -2.54 1.37 0.10
H -1.45 -0.11 -1.83 0.08
H -3.05 -0.25 -3.87 0.08
H -5.10 -1.91 -3.84 0.09
H -5.50 -3.33 -1.65 0.09
H -3.99 -3.20 0.41 0.09
H -1.75 5.23 -0.80 0.10
H -0.98 5.80 0.61 0.09
H -2.54 3.12 -2.85 0.11
H -0.01 2.66 -4.97 0.13
H -1.43 1.67 -4.28 0.10
H 0.94 0.04 -3.80 0.08
H -0.31 -0.30 -5.18 0.08
H 1.18 0.72 -5.49 0.07
O 5.99 -2.53 1.48 0.12
C 5.35 -1.81 0.77 -0.48
O 4.89 -2.18 -0.46 0.02
C 4.26 -1.05 -1.09 -0.17
C 3.87 -0.13 0.04 -0.16
C 4.97 -0.38 1.06 -0.08
H 4.98 -0.59 -1.78 0.12
H 3.39 -1.39 -1.66 0.13
H 3.79 0.91 -0.26 0.12
H 2.91 -0.44 0.46 0.11
H 5.84 0.26 0.89 0.13
H 4.61 -0.28 2.08 0.13
O 2.54 -4.44 -5.43 0.12
C 3.55 -3.84 -5.16 -0.48
O 3.65 -2.48 -5.18 0.02
C 5.01 -2.10 -4.92 -0.17
C 5.62 -3.28 -4.20 -0.16
C 4.88 -4.46 -4.81 -0.08
H 5.50 -1.89 -5.87 0.13
H 5.03 -1.20 -4.30 0.11
H 6.70 -3.34 -4.32 0.12
H 5.40 -3.22 -3.13 0.11
H 5.36 -4.82 -5.72 0.13
H 4.75 -5.27 -4.09 0.13
```

=====

Number 1: F_max 1.79 eV/A. Number 2: F_max 0.15 eV/A. Number 3: F_max 3.66 eV/A.